FH4I2O3P2STl | ωB97M-V/def2-TZVPD

Geometry as XYZ:
```
14
Properties=species:S:1:pos:R:3:lowdin_charge:R:1
O 0.14 3.01 1.77 -0.25
S -0.90 2.58 0.90 0.49
O -1.35 3.31 -0.23 -0.24
F -2.10 2.12 1.75 -0.15
P -0.13 0.59 0.05 0.12
I -2.27 -0.82 -0.28 0.64
P 1.10 -1.59 -0.75 0.15
O 0.17 -2.88 -1.00 -0.56
I 1.80 -1.01 -2.85 0.86
H -0.32 1.02 -1.30 -0.07
H 1.22 1.06 -0.01 -0.01
H 0.06 0.04 1.34 -0.05
H 0.39 -3.64 -0.43 -0.07
Tl 2.20 -3.78 1.04 1.14
```

Results
- E_LUMO: -0.425 hartree
- F_max: 2.69 eV Å⁻¹
- E_tot: -59210.3617 eV
- Charge: +2
- Frontier orbital gap: 4.82 eV